Record 1
Density functional theory data (the ωB97M-V functional and the def2-TZVPD basis) for a structure of composition C21H57BF4O22P5 in a non-equilibrium geometry.

Each line ends with the Mulliken charge.
Atoms and positions in Å:
B: -1.07457 -0.70372 0.45317  0.2651
F: -1.28657 -1.34072 1.59617  -0.3532
F: -1.25957 -1.48072 -0.63883  -0.2025
F: -2.08657 0.20928 0.51117  -0.4113
F: 0.20043 -0.15972 0.52517  -0.2076
C: 2.48843 -0.28072 -4.50383  -0.9807
C: 1.39343 -1.36072 -4.40683  0.4588
O: 1.48543 -2.33472 -4.92083  -0.4629
C: 0.37643 -1.28272 -3.27083  0.3730
H: 3.17043 -0.25972 -3.59083  0.0462
H: 1.94043 0.62528 -4.56983  0.4988
H: 2.91943 -0.46872 -5.52683  0.2762
H: 0.86343 -1.01272 -2.32483  -0.6018
H: -0.26457 -2.20372 -3.22283  0.2328
H: -0.19657 -0.17772 -3.41783  0.0335
C: 3.43943 1.23828 -0.51583  -0.0051
C: 3.96143 0.56328 0.67817  0.7569
O: 5.14143 0.23728 0.75617  -0.6336
C: 3.00343 0.14328 1.76717  -1.0749
H: 2.49043 0.73728 -0.57783  -0.2731
H: 4.09043 1.06728 -1.51083  0.1129
H: 3.13243 2.34628 -0.50283  0.3615
H: 3.59443 -0.04872 2.65217  0.4432
H: 2.55143 -0.78972 1.51117  0.2702
H: 2.23843 0.77228 2.08317  0.1492
C: -3.38357 0.04228 -3.01983  -0.7831
O: -4.48157 0.49228 -3.72883  -0.2708
P: -4.28257 0.83128 -5.28083  0.8146
O: -5.59057 0.87628 -6.05283  -0.7560
O: -3.62357 2.25528 -5.15783  -0.2086
C: -4.45857 3.27628 -4.85583  -1.1927
O: -3.06657 0.15728 -6.09883  -0.1640
C: -3.20857 -0.13572 -7.49683  -0.6550
H: -2.97957 -0.78072 -3.40683  0.4731
H: -3.73957 -0.22472 -1.74783  0.1559
H: -2.73157 0.78428 -2.79183  0.4611
H: -4.07957 4.16528 -5.11683  0.4354
H: -4.84157 3.45728 -3.95183  0.4786
H: -5.35957 3.29728 -5.39083  0.4286
H: -3.26457 1.03528 -7.55983  0.2984
H: -4.13557 -0.58872 -7.53583  0.2868
H: -2.29757 -0.82972 -7.74783  0.1756
C: 7.18043 -0.94272 -1.50983  -0.5470
O: 6.64443 -2.23872 -1.11883  -0.3945
P: 5.23443 -2.72772 -1.81583  0.5996
O: 5.33643 -2.51572 -3.33783  -0.6777
O: 5.17243 -4.33472 -1.60783  -0.3411
C: 4.69343 -5.06472 -2.60383  -0.5965
O: 4.01943 -1.84072 -1.24583  0.6753
C: 2.82743 -2.51772 -1.00683  -0.4270
H: 7.28343 -0.76472 -2.60983  0.2500
H: 8.25443 -0.75172 -1.30683  0.3104
H: 6.31643 -0.19272 -1.26983  0.1001
H: 5.30643 -5.23972 -3.43483  0.2787
H: 3.66343 -4.70572 -2.94483  0.2369
H: 4.56843 -6.13972 -2.21683  0.2174
H: 2.15943 -1.54472 -0.74883  -0.4991
H: 2.98243 -3.36672 -0.25483  0.2504
H: 2.59443 -2.96072 -1.89383  0.5423
C: 0.95843 7.96128 0.85017  -0.8642
O: 0.27543 6.79928 0.30417  -0.3219
P: 0.77743 5.36828 0.75917  0.8741
O: 1.56243 4.90728 -0.38283  -0.6777
O: 1.76043 5.47328 1.98717  -0.3510
C: 1.81643 4.43728 2.89417  -0.9203
O: -0.40857 4.23628 0.95117  -0.4007
C: -0.17057 2.91528 0.78717  -0.7183
H: 1.20743 7.98428 1.77917  0.3822
H: 0.19243 8.74628 0.74417  0.2067
H: 1.76643 7.85628 0.22617  0.4180
H: 2.32343 4.65028 3.61117  0.7133
H: 2.21143 3.49428 2.67117  0.2930
H: 0.79243 4.22228 2.98717  0.3224
H: 0.30343 2.53228 1.69417  0.0760
H: 0.45443 2.87328 -0.02483  0.7823
H: -1.08957 2.58428 0.35717  0.2240
C: -2.31657 1.24028 3.63917  -0.9710
O: -2.45657 1.42928 5.09617  -0.3646
P: -1.19057 2.15828 5.79117  0.8071
O: -0.92757 3.43128 5.09117  -0.6079
O: -1.58257 2.58828 7.29117  -0.4217
C: -2.14557 3.84828 7.58517  -0.6097
O: 0.15843 1.29328 5.72117  0.0015
C: 1.11343 1.18528 6.64717  -0.6982
H: -3.22457 1.01728 3.27517  0.6106
H: -1.62057 0.30828 3.43917  0.2823
H: -2.13557 1.85928 2.92917  0.3419
H: -2.76157 4.30528 6.79817  0.2972
H: -1.24657 4.55428 7.85617  0.2236
H: -2.68057 3.99628 8.52917  0.2676
H: 1.45143 2.22328 6.98817  0.2737
H: 2.13443 0.64828 6.41317  0.2002
H: 0.54843 0.57128 7.43017  0.2977
C: -2.63157 -3.50672 3.39417  -0.6695
O: -2.36957 -4.76272 2.70917  -0.3558
P: -3.43757 -5.39072 1.74217  1.0128
O: -4.73257 -4.58472 1.66917  -0.6927
O: -2.84357 -5.52472 0.37817  -0.3043
C: -2.23857 -4.45272 -0.29583  -0.7058
O: -3.75157 -6.97372 2.02217  -0.3528
C: -4.87357 -7.54972 1.41417  -0.5513
H: -3.02757 -3.83972 4.26217  0.4898
H: -3.33357 -2.80372 2.80417  0.3050
H: -1.66057 -3.14872 3.52317  0.1802
H: -1.33257 -4.45972 0.03217  0.5195
H: -2.76857 -3.41972 -0.06183  0.2526
H: -2.16857 -4.55572 -1.49883  0.2086
H: -4.77057 -8.78172 1.60317  0.1971
H: -4.96857 -7.09172 0.38917  0.2676
H: -5.96657 -7.14972 2.03217  0.2029

Calculated values
* E: -125740.3127 eV
* HOMO energy: -6.99 eV
* total charge: -1
* max |F|: 12.60 eV/A
* energy above the lowest of the compared OMol25 structures with the same formula, charge and spin: 402.2 kJ/mol
* molar mass: 903.34 g/mol
* orbital gap: 9.095 eV

Record 2
Density functional theory data (the ωB97M-V functional and the def2-TZVPD basis) for a structure of composition C4H18O6V in a non-equilibrium geometry.

Each line ends with the Mulliken spin population.
Atoms and positions in Å:
V: -0.06276 0.22375 -0.06360  3.7746
C: 3.20298 -0.19663 0.62044  -0.0503
C: 2.11382 -1.26066 0.52505  0.0152
O: 1.01599 -0.95758 -0.33758  -0.0406
H: 3.05269 0.70585 1.21293  0.0232
H: 3.46989 0.10417 -0.39267  0.0575
H: 4.05939 -0.73253 1.02969  -0.0189
H: 1.74650 -1.33027 1.54892  0.0312
H: 2.45519 -2.24046 0.19106  -0.0016
C: -3.20244 -0.49800 -1.02882  0.0405
C: -1.95619 -1.30122 -1.07228  0.0767
O: -0.96847 -1.17394 -0.07834  -0.0843
H: -3.89708 -0.93898 -0.31390  -0.0033
H: -3.83201 -0.68464 -1.89882  0.0013
H: -2.98622 0.53209 -0.74553  -0.0320
H: -1.62711 -1.03429 -2.07655  -0.0055
H: -2.23954 -2.35307 -1.03469  -0.0028
O: 1.01944 1.52220 0.51214  -1.2462
H: 1.51059 1.77773 1.29298  0.4953
H: 1.41336 2.03117 -0.19638  0.4862
O: -1.23939 1.42864 0.20969  0.0912
H: -2.09085 1.08802 0.48398  0.0230
H: -0.89684 1.87182 0.98589  0.2643
O: -0.33984 0.06022 1.76559  -0.8588
H: -0.01108 -0.71705 2.21727  0.0928
H: -0.36334 0.73822 2.44086  0.2965
O: 0.15606 0.87872 -1.62517  -0.7119
H: -0.08241 0.71968 -2.53843  0.0724
H: 0.57969 1.73702 -1.63371  0.2140

Calculated values
* E: -42401.9764 eV
* HOMO energy (spin up / spin down): -3.94 / -8.08 eV
* max |F|: 11.94 eV/A
* energy above the lowest of the compared OMol25 structures with the same formula, charge and spin: 1043.2 kJ/mol
* molar mass: 213.13 g/mol
* orbital gap (spin up / spin down): 3.778 / 8.236 eV
* spin multiplicity: 4

Record 3
Density functional theory data (the ωB97M-V functional and the def2-TZVPD basis) for a cluster of 2 separate species, C5H8O in total.

Each line ends with the Mulliken charge.
Atoms and positions in Å:
C: -2.09449 0.38875 0.05628  -1.1210
C: -0.63216 0.13398 -0.10752  0.8606
C: 0.49716 0.25618 0.92928  -0.6896
C: 1.36944 0.67675 0.00732  -0.5157
C: 0.33065 0.56906 -1.10735  -0.1400
O: -0.16982 -0.78168 -1.11179  -0.5000
H: -2.25407 1.32059 0.60814  0.2926
H: -2.57184 -0.42315 0.61580  0.2786
H: -2.58125 0.46622 -0.91980  0.3292
H: 0.58381 -0.04904 1.96689  0.3703
H: 2.43759 0.86462 0.00600  0.3964
H: 0.19027 1.16111 -2.00479  0.4414
H: 2.84594 -2.46179 0.70023  0.2326
H: 2.26855 -2.07882 0.43039  -0.2356

Calculated values
* E: -7357.8889 eV
* HOMO energy: -9.25 eV
* structure (SMILES): C[C@]12C=C[C@H]1O2.[H][H]
* max |F|: 0.39 eV/A
* energy above the lowest of the compared OMol25 structures with the same formula, charge and spin: 421.3 kJ/mol
* molar mass: 84.12 g/mol
* orbital gap: 10.351 eV

Record 4
Density functional theory data (the ωB97M-V functional and the def2-TZVPD basis) for a cluster of 2 separate species, C3H10N2O in total.

Each line ends with the Mulliken charge.
Atoms and positions in Å:
C: -2.64423 -0.04024 0.76323  -0.7318
C: -1.79057 -0.07798 -0.25442  -0.1237
N: -1.31515 1.02057 -0.94315  -0.5246
H: -3.04116 -0.93900 1.19636  0.2607
H: -2.99235 0.89324 1.17290  0.2192
H: -1.45644 -1.02342 -0.66328  0.3992
H: -1.49554 1.90377 -0.48630  0.2130
H: -0.36402 0.93768 -1.27204  0.2727
C: 2.51176 -0.52393 -0.75382  -0.5274
O: 1.50587 0.24829 -0.13428  -0.1696
N: 1.20187 -0.27963 1.16324  -0.5696
H: 2.68201 -0.05474 -1.72091  0.2450
H: 2.18357 -1.55778 -0.89012  0.2736
H: 3.43262 -0.51192 -0.16519  0.2320
H: 1.38261 0.47349 1.82451  0.2362
H: 0.19915 -0.46838 1.16328  0.2952

Calculated values
* E: -8298.3388 eV
* HOMO energy: -8.29 eV
* structure (SMILES): C=CN.CON
* max |F|: 0.55 eV/A
* energy above the lowest of the compared OMol25 structures with the same formula, charge and spin: 305.4 kJ/mol
* molar mass: 90.13 g/mol
* orbital gap: 9.309 eV

Record 5
Density functional theory data (the ωB97M-V functional and the def2-TZVPD basis) for the molecule C21H24O5.

Each line ends with the Mulliken charge.
Atoms and positions in Å:
C: -5.82733 -0.37906 1.61036  0.0440
C: -4.77721 -0.87972 1.31286  -0.8206
C: -3.51782 -1.41633 0.95222  0.6378
C: -2.36806 -1.01168 1.62944  -1.0164
C: -1.12899 -1.47195 1.23097  0.0656
C: -1.00474 -2.33765 0.15110  0.1309
C: 0.35301 -2.76976 -0.37278  0.4597
C: 1.47220 -2.21717 0.45042  -0.9998
C: 2.13678 -1.11749 0.08227  0.7432
C: 3.23769 -0.58569 0.92936  0.2292
O: 3.61023 -1.12135 1.94619  -0.6287
O: 3.73538 0.54981 0.44615  -0.2534
C: 4.81364 1.14656 1.17002  -0.4284
C: 6.13481 0.59033 0.73446  0.0455
C: 7.14847 1.32824 0.32610  -0.8172
O: 1.90785 -0.39764 -1.05474  -0.3852
C: 0.78614 -0.77699 -1.82309  -0.0911
O: -0.39595 -0.19920 -1.37121  -0.1397
C: -0.43372 1.21568 -1.32376  -0.8886
C: -1.84425 1.59254 -0.88514  0.4046
C: -1.99948 3.08229 -0.59673  -0.5143
C: -3.43773 3.43751 -0.20125  -0.6086
O: -3.83678 2.88339 1.02735  -0.5084
C: 0.56785 -2.29061 -1.81919  -1.1884
C: -2.15946 -2.78640 -0.48044  -0.3577
C: -3.40321 -2.33015 -0.09418  -1.1579
H: -6.75100 0.04247 1.87396  0.4622
H: -2.45378 -0.32346 2.45882  0.3669
H: -0.24656 -1.13043 1.75084  0.4255
H: 0.39359 -3.86561 -0.35668  0.5395
H: 1.74549 -2.69930 1.37474  0.4631
H: 4.74758 2.21796 0.97143  0.3028
H: 4.66769 0.94770 2.24029  0.3076
H: 6.20552 -0.48772 0.78161  0.2838
H: 8.08789 0.89055 0.03627  0.2636
H: 7.08438 2.40285 0.27621  0.2426
H: 1.02986 -0.40772 -2.83729  0.3480
H: 0.30946 1.59052 -0.60803  0.2178
H: -0.19658 1.63064 -2.31465  0.2986
H: -2.06506 1.00912 0.01063  -0.3312
H: -2.54490 1.28397 -1.66406  0.3197
H: -1.73133 3.66202 -1.48172  0.3734
H: -1.33066 3.37004 0.21620  0.3159
H: -4.12446 3.12957 -1.00326  0.3061
H: -3.52457 4.51901 -0.06978  0.3727
H: -3.84838 1.92216 0.95189  0.2826
H: 1.45194 -2.77189 -2.24028  0.4373
H: -0.29646 -2.51077 -2.44224  0.5268
H: -2.08579 -3.49222 -1.29577  0.4701
H: -4.29314 -2.66697 -0.60589  0.4483

Calculated values
* E: -32401.0493 eV
* HOMO energy: -8.66 eV
* structure (SMILES): C#Cc1ccc([C@@H]2C=C(C(=O)OCC=C)O[C@H](OCCCCO)C2)cc1
* max |F|: 0.90 eV/A
* energy above the lowest of the compared OMol25 structures with the same formula, charge and spin: 235.4 kJ/mol
* molar mass: 356.42 g/mol
* orbital gap: 9.342 eV

Record 6
Density functional theory data (the ωB97M-V functional and the def2-TZVPD basis) for a cluster of 2 separate species, C14H14F9N2O2 in total in a non-equilibrium geometry.

Each line ends with the Mulliken charge.
Atoms and positions in Å:
C: 4.30708 0.15190 0.20305  0.2604
C: 3.40800 -0.42040 -0.30785  -0.5093
C: 2.31811 -1.11561 -0.96444  -1.4621
C: 1.02335 -0.91433 -0.23259  0.4971
C: -0.02181 -0.16033 -0.79666  0.8748
O: 0.20048 0.32882 -2.02956  -0.6268
C: 0.87183 1.62839 -2.15218  -0.5376
C: 1.19192 2.34197 -0.86412  -0.9087
C: -1.22758 -0.02040 -0.11502  0.4707
C: -2.39308 0.73619 -0.74942  1.2569
F: -1.90530 1.76451 -1.46616  -0.2952
F: -3.01035 -0.09049 -1.61982  -0.2869
C: -3.44668 1.34527 0.23923  0.2625
F: -3.78310 2.55658 -0.24055  -0.3066
F: -2.90772 1.53935 1.45597  -0.2737
C: -4.81008 0.59273 0.36461  0.8204
F: -5.45244 0.59776 -0.80119  -0.2634
F: -5.53345 1.32254 1.24374  -0.2916
C: -4.76715 -0.83813 0.95877  0.5177
F: -3.93007 -1.63496 0.29008  -0.2059
F: -4.40550 -0.78208 2.24034  -0.2358
F: -5.99803 -1.35430 0.88231  -0.2523
C: -1.32604 -0.63613 1.12017  -0.7609
C: -0.29149 -1.34469 1.65980  -0.6918
N: 0.86303 -1.48633 0.97322  0.4977
N: 1.90544 -2.20923 1.56514  -0.9673
H: 5.10453 0.36685 0.86828  0.4633
H: 2.21101 -0.82837 -2.00098  0.3360
H: 2.56597 -2.17628 -0.94248  0.5397
H: 1.74622 1.50572 -2.77960  0.4626
H: 0.18718 2.25264 -2.71427  0.3702
H: 1.66826 3.27608 -1.14907  0.4342
H: 1.91727 1.82309 -0.24597  0.2052
H: 0.30591 2.61301 -0.30172  0.2426
H: -2.21949 -0.56608 1.71269  0.4697
H: -0.36960 -1.81783 2.62061  0.3769
H: 1.53774 -2.68280 2.38191  0.2833
H: 2.21935 -2.94123 0.93489  0.2287
O: 7.32716 -1.01110 0.48592  -0.6334
H: 7.75562 -1.58891 -0.15341  0.3116
H: 7.69725 -0.14195 0.29984  0.3268

Calculated values
* E: -46268.0565 eV
* HOMO energy: -13.53 eV
* total charge: +1
* max |F|: 1.67 eV/A
* molar mass: 413.26 g/mol
* orbital gap: 9.029 eV